Entry 1:
76
Properties=species:S:1:pos:R:3 method="wB97M-V/def2-TZVPD" total_charge=0 homo_energy_ev=-7.06 relative_energy_kj_mol=80.3 homo_lumo_gap_ev=2.68 multiplicity=1 e_tot_ev=-128066.275
C 2.253 -0.493 -3.110
C 2.443 -1.854 -2.450
C 2.717 -2.897 -3.517
C 3.548 -1.797 -1.273
C 4.132 -3.180 -0.988
C 4.692 -0.834 -1.543
O 2.807 -1.340 -0.161
B 1.472 -1.833 -0.379
C 1.263 -3.191 0.532
C 0.540 -4.268 0.040
C 0.420 -5.441 0.803
C 1.036 -5.536 2.054
C 1.764 -4.444 2.539
C 1.878 -3.273 1.773
C 0.288 -0.656 0.112
C -1.038 -1.263 -0.127
C -1.769 -1.872 0.912
C -2.971 -2.523 0.640
C -3.460 -2.581 -0.672
C -2.739 -1.978 -1.711
C -1.545 -1.315 -1.442
O 1.255 -2.184 -1.766
H 3.116 -0.264 -3.744
H 1.360 -0.527 -3.746
H 2.125 0.305 -2.365
H 3.644 -2.642 -4.046
H 2.812 -3.901 -3.091
H 1.894 -2.899 -4.240
H 4.810 -3.471 -1.799
H 4.719 -3.136 -0.063
H 3.353 -3.945 -0.876
H 5.219 -1.141 -2.455
H 4.337 0.195 -1.651
H 5.400 -0.878 -0.709
H 0.050 -4.210 -0.933
H -0.158 -6.277 0.408
H 0.939 -6.444 2.651
H 2.249 -4.495 3.514
H 2.461 -2.431 2.153
H 0.481 -0.435 1.168
H 0.462 0.236 -0.504
H -1.351 -1.859 1.922
H -3.523 -2.991 1.458
H -4.403 -3.089 -0.884
H -3.099 -2.029 -2.740
H -0.969 -0.845 -2.241
O 2.065 2.692 0.113
C 1.349 3.556 -0.170
Co 0.140 4.745 -0.560
C -0.135 5.313 1.080
O -0.265 5.616 2.187
C 1.160 6.011 -1.241
O 1.848 6.850 -1.638
C -1.151 3.343 -1.110
C -2.036 2.986 -0.091
C -2.129 1.971 0.813
C -2.578 2.165 2.178
C -2.083 1.332 3.215
C -2.354 1.623 4.546
C -3.131 2.740 4.882
C -3.711 3.508 3.865
C -3.471 3.202 2.528
Co -2.394 4.581 -0.869
C -1.757 5.990 -1.831
O -1.602 6.916 -2.510
C -2.766 5.651 0.488
O -3.056 6.403 1.315
C -4.058 4.328 -1.477
O -5.153 4.134 -1.785
H -0.913 2.692 -1.959
H -1.715 0.996 0.533
H -1.456 0.480 2.943
H -1.946 0.985 5.330
H -3.287 3.009 5.930
H -4.351 4.354 4.107
H -3.974 3.756 1.737


Entry 2:
22
Properties=species:S:1:pos:R:3 method="wB97M-V/def2-TZVPD" total_charge=0 homo_energy_ev="-3.54 / -7.75" relative_energy_kj_mol=364.6 homo_lumo_gap_ev="4.36 / 8.44" multiplicity=2 e_tot_ev=-9876.210
C -1.384 1.189 -1.457
C -1.782 0.332 -0.154
C -0.603 0.914 0.880
C 0.772 0.275 0.907
C 1.581 0.097 -0.287
N 2.351 -1.096 -0.584
N 1.155 -0.141 2.125
N -1.548 -1.098 -0.526
H -1.786 0.548 -2.273
H -1.828 2.103 -1.434
H -0.373 1.166 -1.603
H -2.800 0.415 0.338
H -0.915 0.808 1.950
H -0.599 1.955 0.429
H 1.238 0.856 -1.039
H 3.104 -0.911 -1.198
H 1.855 -1.860 -0.978
H 2.892 -1.623 0.283
H 1.977 -0.669 2.368
H 0.594 0.061 3.014
H -1.438 -1.804 0.189
H -2.465 -1.517 -0.949